Entry 1:
C30H34F4N5OSTi | ωB97M-V with the def2-TZVPD basis set

Geometry (Å):
Ti -0.40 0.18 -0.18
C -1.23 -1.87 -2.15
C -2.48 -0.98 -2.09
N -2.31 0.32 -1.35
C -3.66 0.62 -0.75
C -3.83 1.99 -0.12
C -1.98 1.43 -2.30
C -0.61 1.20 -2.89
N 0.26 0.71 -1.82
C 1.64 0.52 -2.19
C 2.26 -0.72 -2.12
F 1.61 -1.77 -1.62
C 3.56 -0.90 -2.59
F 4.09 -2.11 -2.52
C 4.28 0.15 -3.12
C 3.68 1.40 -3.18
F 4.33 2.43 -3.68
C 2.38 1.57 -2.73
F 1.81 2.78 -2.83
H -1.54 -2.87 -2.44
H -0.73 -2.00 -1.17
H -0.50 -1.55 -2.88
H -3.28 -1.53 -1.60
H -2.82 -0.78 -3.11
H -3.87 -0.16 -0.02
H -4.39 0.51 -1.56
H -3.03 2.23 0.58
H -4.77 1.99 0.44
H -3.91 2.79 -0.85
H -1.98 2.36 -1.73
H -2.74 1.50 -3.08
H -0.23 2.13 -3.32
H -0.62 0.45 -3.69
H 5.28 0.01 -3.49
N -1.53 1.60 2.75
C -0.85 2.48 1.93
C -0.69 3.77 2.44
C -0.03 4.72 1.71
C 0.46 4.37 0.45
C 0.26 3.10 0.00
N -0.39 2.12 0.71
C -2.02 0.32 2.56
C -2.79 -0.23 3.59
C -3.27 -1.51 3.46
C -2.97 -2.23 2.30
C -2.22 -1.62 1.34
N -1.74 -0.35 1.44
H -1.81 2.01 3.62
H -1.09 4.00 3.42
H 0.09 5.73 2.10
H 0.98 5.09 -0.17
H 0.63 2.83 -0.97
H -3.00 0.36 4.47
H -3.87 -1.95 4.25
H -3.32 -3.24 2.16
H -1.99 -2.15 0.42
C 7.20 -2.91 -0.42
C 5.92 -2.31 0.09
C 5.83 -0.94 0.34
C 4.66 -0.38 0.82
C 3.56 -1.22 1.05
C 3.63 -2.60 0.80
C 4.80 -3.12 0.32
S 2.21 -0.46 1.83
C 1.74 -1.61 3.09
O 0.94 -0.56 0.87
H 7.99 -2.18 -0.49
H 7.04 -3.35 -1.40
H 7.52 -3.72 0.24
H 6.69 -0.31 0.18
H 4.60 0.67 1.05
H 2.78 -3.24 0.96
H 4.86 -4.18 0.12
H 1.51 -2.57 2.64
H 0.87 -1.20 3.61
H 2.58 -1.69 3.78

The calculation puts the energy relative to the best compared isomer or geometry (same formula, charge and spin) at 18.3 kJ/mol. As for the highest occupied orbital energy: -16.945 eV. Its frontier orbital gap is 6.964 eV. The total charge is +3. The max |F| is 1.175 eV Å⁻¹.

Entry 2:
C30H34N7O2PtS | ωB97M-V with the def2-TZVPD basis set

Geometry (Å):
Pt 0.68 -0.66 0.26
N -8.57 -4.71 -1.92
C -7.55 -4.25 -1.66
C -6.26 -3.68 -1.34
C -6.18 -2.36 -0.91
C -4.95 -1.81 -0.61
C -3.79 -2.58 -0.73
C -3.88 -3.90 -1.15
C -5.11 -4.46 -1.45
C -2.46 -1.98 -0.41
C -1.65 -1.66 -1.50
C -2.01 -1.82 -2.86
C -0.95 -1.36 -3.61
C 0.02 -0.92 -2.70
N -0.38 -1.09 -1.43
C -2.17 -1.78 0.93
C -3.02 -2.12 2.03
C -2.34 -1.77 3.17
C -1.10 -1.24 2.74
N -0.99 -1.25 1.42
H -7.08 -1.77 -0.83
H -4.88 -0.79 -0.27
H -2.98 -4.49 -1.24
H -5.18 -5.49 -1.77
H -2.94 -2.21 -3.21
H -0.87 -1.33 -4.68
H 0.99 -0.54 -2.93
H -3.99 -2.57 1.95
H -2.66 -1.88 4.19
H -0.31 -0.88 3.38
S 1.81 -0.21 2.27
C 3.52 -0.39 2.14
N 4.20 -1.13 3.01
C 5.64 -1.16 2.73
C 5.73 -0.31 1.44
N 4.36 0.21 1.29
H 3.75 -1.63 3.75
H 5.97 -2.18 2.57
H 6.21 -0.73 3.55
H 6.00 -0.90 0.57
H 6.43 0.52 1.55
H 3.99 0.48 0.39
C 2.55 4.21 -1.50
N 1.62 3.36 -0.72
C 2.14 3.15 0.66
C 1.21 2.05 -1.37
C 2.32 1.07 -1.63
C 3.29 1.26 -2.62
C 4.25 0.29 -2.86
C 4.23 -0.89 -2.12
C 3.24 -1.10 -1.17
C 2.24 -0.14 -0.91
H 2.72 5.13 -0.95
H 2.11 4.42 -2.47
H 3.49 3.68 -1.62
H 0.74 3.86 -0.64
H 3.19 2.88 0.60
H 1.57 2.36 1.14
H 2.04 4.08 1.21
H 0.63 2.32 -2.25
H 0.54 1.61 -0.64
H 3.28 2.15 -3.24
H 4.99 0.44 -3.63
H 4.96 -1.66 -2.32
H 3.22 -2.04 -0.63
N -3.36 3.08 3.06
C -2.64 3.88 2.08
C -1.66 3.01 1.30
O -0.84 3.48 0.54
O -1.80 1.71 1.50
H -4.34 3.32 3.12
H -2.96 3.15 3.98
H -2.54 1.66 2.16
H -2.10 4.73 2.49
H -3.34 4.27 1.34

The calculation puts the energy relative to the best compared isomer or geometry (same formula, charge and spin) at 0.0 kJ/mol. As for the highest occupied orbital energy: -9.567 eV. Its frontier orbital gap is 6.936 eV. The total charge is +1. The max |F| is 0.420 eV Å⁻¹.

Entry 3:
C30H34N7O5S5W | ωB97M-V with the def2-TZVPD basis set

Geometry (Å):
W -0.18 -0.26 -1.18
N 4.00 -1.03 -2.92
C 2.72 -1.26 -2.53
S 1.51 -1.22 -3.81
N 2.50 -1.60 -1.30
N 1.19 -1.76 -0.90
C 0.92 -2.81 -0.10
C -0.39 -2.95 0.38
C -0.83 -4.11 1.05
C -2.14 -4.24 1.43
C -3.02 -3.17 1.16
C -2.54 -2.05 0.52
N -1.27 -1.90 0.10
H 4.16 -0.68 -3.85
H 4.69 -0.85 -2.21
H 1.69 -3.55 0.09
H -0.12 -4.90 1.24
H -2.50 -5.12 1.92
H -4.05 -3.23 1.45
H -3.21 -1.23 0.31
S -3.12 0.06 -2.01
C -2.75 1.44 -1.12
N -1.51 1.57 -0.64
C -1.37 2.76 0.06
C -0.19 3.23 0.65
C -0.23 4.43 1.33
C -1.41 5.16 1.44
C -2.58 4.72 0.85
C -2.54 3.52 0.15
S -3.84 2.73 -0.71
H 0.72 2.65 0.55
H 0.68 4.81 1.77
H -1.41 6.09 1.99
H -3.49 5.29 0.91
C 1.96 1.12 5.29
N 0.93 0.97 4.29
N 1.22 0.83 2.96
C 0.11 0.33 2.32
O 0.06 0.10 1.07
C -0.88 0.16 3.31
C -0.33 0.54 4.51
C -0.92 0.53 5.87
C 2.31 1.50 2.36
C 2.62 2.80 2.75
C 3.64 3.48 2.12
C 4.35 2.88 1.10
C 4.06 1.58 0.73
C 3.04 0.87 1.35
H 2.92 1.26 4.81
H 2.01 0.23 5.92
H 1.75 1.98 5.93
H -1.87 -0.20 3.14
H -1.96 0.23 5.81
H -0.86 1.52 6.33
H -0.39 -0.17 6.51
H 2.04 3.28 3.53
H 3.87 4.49 2.42
H 5.11 3.43 0.57
H 4.62 1.11 -0.07
H 2.80 -0.13 1.04
O -1.07 -2.34 -2.46
S -2.14 -2.38 -3.51
C -2.95 -4.03 -3.36
C -3.40 -4.29 -4.78
C -2.18 -4.07 -5.68
C -1.35 -2.93 -5.08
H -3.77 -3.98 -2.65
H -2.20 -4.74 -3.01
H -4.18 -3.57 -5.03
H -3.81 -5.29 -4.90
H -2.49 -3.83 -6.69
H -1.58 -4.99 -5.73
H -1.30 -2.06 -5.73
H -0.33 -3.22 -4.82
C 1.06 2.86 -2.59
S 2.09 1.36 -2.32
O 1.33 0.92 -0.97
O 3.39 1.89 -1.94
O -0.03 0.09 -2.86
H 1.19 3.52 -1.74
H 0.03 2.48 -2.67
H 1.37 3.34 -3.51

The calculation puts the energy relative to the best compared isomer or geometry (same formula, charge and spin) at 463.3 kJ/mol. As for the highest occupied orbital energy (spin up / spin down): -9.091 / -9.151 eV. Its frontier orbital gap (spin up / spin down) is 4.502 / 4.745 eV. The total charge is +1. The max |F| is 4.566 eV Å⁻¹.